{
  "formula": "C5H15NO3S",
  "method": "ωB97M-V/def2-TZVPD",
  "symbols": ["C", "C", "S", "C", "N", "C", "C", "O", "H", "H", "H", "H", "H", "H", "H", "H", "H", "H", "H", "H", "H", "O", "H", "H", "O"],
  "xyz": [[1.542, 2.195, 0.085], [0.781, 3.357, 0.812], [1.790, 4.860, 0.165], [1.041, 0.792, 0.659], [1.708, -0.175, -0.250], [0.709, -0.884, -1.110], [0.671, -2.198, -0.408], [1.291, -3.151, -0.850], [2.608, 2.310, 0.040], [1.130, 2.226, -0.952], [-0.130, 3.442, 0.204], [0.606, 3.136, 1.848], [1.489, 0.602, 1.651], [-0.052, 0.806, 0.629], [2.237, -0.855, 0.296], [1.099, -0.938, -2.163], [-0.197, -0.317, -1.357], [-1.245, -0.849, 2.682], [0.035, -2.234, 0.441], [-1.649, -0.224, 2.635], [-2.331, -3.826, -1.380], [-2.148, -3.191, -0.678], [-3.874, -0.759, -1.280], [-2.953, -2.518, -0.794], [-4.158, -1.607, -0.926]],
  "homo_ev": -0.473,
  "energy_ev": -23892.831,
  "e_lumo_ev": 5.6,
  "charge": -2,
  "homo_lumo_gap_ha": 0.2227,
  "relative_energy_ev": 2.0784
}